C27H31N3O3 as an isolated structure, computed with ωB97M-V/def2-TZVPD.

Structure (ORCA input):
```
! wB97M-V def2-TZVPD RIJCOSX def2/J DEFGRID3
* xyz 0 1
C -1.66 4.20 0.82
C -0.97 5.48 0.41
O 0.42 5.15 0.24
C 0.64 3.87 0.69
O 1.76 3.39 0.69
N -0.55 3.31 1.06
H -2.30 4.33 1.70
H -2.29 3.82 -0.01
H -1.36 5.89 -0.53
H -1.06 6.23 1.20
C 2.65 -3.12 -2.29
N 2.25 -1.78 -1.94
C 2.36 -0.75 -2.85
O 2.84 -0.82 -3.98
C 1.76 0.48 -2.20
C 0.60 1.07 -3.00
C -0.51 0.06 -3.12
C -0.41 -0.95 -4.09
C -1.39 -1.93 -4.19
C -2.49 -1.91 -3.32
C -2.62 -0.88 -2.38
C -1.64 0.11 -2.29
N 1.33 -0.02 -0.91
C 0.62 0.77 -0.08
C 0.18 0.41 1.20
C -0.46 1.29 2.04
C -0.96 0.92 3.32
C -1.73 1.84 4.11
C -2.31 1.46 5.31
C -2.14 0.16 5.81
C -1.36 -0.75 5.09
C -0.76 -0.39 3.88
C 1.56 -1.46 -0.71
C 0.26 -2.29 -0.56
C 0.64 -3.49 0.31
C 2.01 -3.18 0.97
C 2.46 -1.80 0.52
H 3.24 -3.07 -3.21
H 3.25 -3.56 -1.49
H 1.78 -3.77 -2.47
H 2.56 1.23 -2.05
H 0.25 1.99 -2.53
H 1.00 1.31 -4.00
H 0.44 -0.95 -4.77
H -1.29 -2.71 -4.94
H -3.26 -2.68 -3.40
H -3.48 -0.84 -1.71
H -1.74 0.93 -1.58
H 0.45 1.77 -0.46
H 0.34 -0.63 1.49
H -0.65 2.45 1.68
H -1.85 2.86 3.73
H -2.91 2.19 5.87
H -2.61 -0.14 6.75
H -1.21 -1.77 5.47
H -0.13 -1.10 3.35
H -0.52 -1.68 -0.09
H -0.11 -2.57 -1.56
H -0.13 -3.67 1.07
H 0.71 -4.39 -0.30
H 1.92 -3.23 2.07
H 2.74 -3.94 0.68
H 3.51 -1.76 0.22
H 2.30 -1.04 1.29
*
```

As for the lowest unoccupied orbital energy: -0.8 eV. For the orbital gap, the calculation gives 6.280 eV.

Results of the Löwdin charge analysis, in e, for atoms 1 through 6: -0.175 -0.151 0.006 -0.561 0.054 0.036

=====

C27H31N4O2PPdS2Se as an isolated structure, computed with ωB97M-V/def2-TZVPD.

Structure (ORCA input):
```
! wB97M-V def2-TZVPD RIJCOSX def2/J DEFGRID3
* xyz 0 1
Pd -0.54 -0.21 0.42
C -0.79 4.27 -0.72
C -0.10 3.00 -0.29
N -0.60 1.86 -0.68
N -1.59 1.89 -1.59
C -2.27 0.85 -1.90
S -2.27 -0.72 -1.21
S -3.49 0.98 -3.16
C -2.84 2.31 -4.26
C -1.48 1.97 -4.76
C -1.23 0.73 -5.33
C 0.03 0.40 -5.77
C 1.07 1.31 -5.65
C 0.83 2.55 -5.09
C -0.44 2.88 -4.64
C 1.11 3.13 0.48
C 1.76 4.37 0.56
C 2.98 4.55 1.17
C 3.63 3.45 1.74
C 3.03 2.23 1.72
C 1.75 2.01 1.13
O 1.24 0.85 1.28
H -1.78 4.04 -1.10
H -0.22 4.76 -1.52
H -0.88 4.97 0.11
H -2.86 3.25 -3.72
H -3.57 2.33 -5.07
H -2.05 0.02 -5.42
H 0.21 -0.57 -6.22
H 2.06 1.05 -5.99
H 1.63 3.27 -5.00
H -0.62 3.84 -4.20
H 1.32 5.24 0.09
H 3.44 5.52 1.18
H 4.60 3.58 2.20
H 3.49 1.36 2.17
C 0.55 -2.45 -3.46
P 0.96 -2.35 -1.68
C 2.61 -3.14 -1.52
C -0.21 -3.42 -0.77
O 1.01 -0.94 -1.21
H 0.48 -3.47 -3.81
H 1.34 -1.93 -4.00
H -0.39 -1.93 -3.62
H 2.60 -4.16 -1.87
H 2.91 -3.10 -0.48
H 3.30 -2.55 -2.12
H -0.01 -4.46 -0.98
H -1.23 -3.18 -1.06
H -0.10 -3.22 0.30
C -3.99 -0.66 1.54
N -3.04 0.36 1.92
C -1.69 0.16 2.13
Se -0.95 -1.57 2.45
N -1.23 1.28 2.79
C -2.26 2.16 3.00
C -2.35 3.35 3.71
C -3.60 3.94 3.81
C -4.72 3.38 3.21
C -4.65 2.19 2.51
C -3.41 1.58 2.43
H -3.45 -1.59 1.37
H -4.50 -0.37 0.62
H -4.71 -0.79 2.35
H -0.27 1.38 3.08
H -1.49 3.78 4.19
H -3.71 4.85 4.38
H -5.68 3.87 3.32
H -5.53 1.74 2.06
*
```

As for the lowest unoccupied orbital energy (spin up / spin down): -1.5 / -1.5 eV. For the orbital gap (spin up / spin down), the calculation gives 5.598 / 5.599 eV.

Results of the Löwdin charge analysis, in e, for atoms 1 through 6: 0.662 -0.027 -0.230 0.022 -0.073 -1.070

=====

C27H31NO4P2RuS as an isolated structure, computed with ωB97M-V/def2-TZVPD.

Structure (ORCA input):
```
! wB97M-V def2-TZVPD RIJCOSX def2/J DEFGRID3
* xyz 1 6
C -1.47 3.42 -3.63
C -1.29 2.06 -3.38
C -0.05 1.47 -3.65
C 1.02 2.26 -4.16
C 0.79 3.66 -4.42
C -0.43 4.22 -4.17
C 2.28 1.63 -4.25
C 2.45 0.25 -4.10
C 1.33 -0.47 -3.57
C 1.44 -1.84 -3.33
C 2.69 -2.45 -3.47
C 3.81 -1.76 -3.98
C 3.69 -0.44 -4.32
H -2.45 3.89 -3.39
H 1.62 4.23 -4.81
H -0.59 5.28 -4.31
H 3.07 2.21 -4.66
H 2.81 -3.52 -3.22
H 4.77 -2.25 -4.10
H 4.52 0.17 -4.66
N 0.25 0.25 -3.01
Ru -0.14 -0.19 -0.11
C -2.34 1.18 -2.74
H -2.30 0.19 -3.17
H -3.34 1.60 -2.81
C 0.21 -2.55 -2.79
H -0.67 -2.07 -3.22
H 0.28 -3.64 -2.93
P -1.96 0.90 -0.97
P 0.00 -2.31 -0.95
C 1.36 -3.23 -0.19
H 1.24 -3.13 0.91
H 1.27 -4.27 -0.55
H 2.31 -2.77 -0.54
C -1.54 -3.22 -0.58
H -1.35 -4.25 -0.89
H -1.74 -3.15 0.51
H -2.37 -2.77 -1.15
C -2.05 2.53 -0.21
H -2.99 3.04 -0.45
H -1.94 2.45 0.88
H -1.22 3.15 -0.57
C -3.44 0.04 -0.35
H -3.32 -0.21 0.71
H -4.33 0.67 -0.50
H -3.58 -0.90 -0.89
C 1.65 0.22 0.05
O 2.76 0.40 0.05
H 0.33 0.47 -1.87
C -0.41 1.61 8.03
C -0.52 0.86 6.72
C -0.54 -0.53 6.79
C -0.65 -1.32 5.61
C -0.66 -0.65 4.37
C -0.74 0.78 4.29
C -0.64 1.53 5.46
S -0.76 -1.53 2.81
O 0.60 -1.95 2.61
O -1.86 -2.50 2.90
O -0.97 -0.43 1.74
H -1.25 1.36 8.72
H 0.54 1.37 8.56
H -0.40 2.71 7.86
H -0.46 -1.07 7.76
H -0.65 -2.43 5.62
H -0.81 1.34 3.33
H -0.61 2.63 5.47
*
```

As for the lowest unoccupied orbital energy (spin up / spin down): -2.1 / -6.1 eV. For the orbital gap (spin up / spin down), the calculation gives 7.305 / 5.075 eV.

Results of the Löwdin charge analysis, in e, for atoms 1 through 6: -0.030 -0.235 -0.168 -0.134 -0.006 -0.063

=====

Energy relative to the best compared isomer or geometry (same formula, charge and spin) for every record listed, in sequence, given in eV: 5.772 1.722 0.000.
Max |F| for every record listed, in sequence, given in eV/Å: 6.9 3.4 3.5.